a) DFT (the ωB97M-V functional and the def2-TZVPD basis) results for the molecule C5H11NO2.

Results
molecular weight	117.15	g mol⁻¹
net charge	0
E_LUMO	0.78	eV
SMILES string	CCNC(=O)CCO
HOMO level	-9.77	eV

```
19
C5H11NO2 (the ωB97M-V functional and the def2-TZVPD basis)
C -1.010 1.452 2.695
C -0.963 1.412 1.146
N -0.347 0.158 0.710
C 0.074 0.018 -0.572
O 0.185 0.975 -1.328
C 0.248 -1.383 -1.121
C 1.591 -1.593 -1.859
O 1.606 -0.858 -3.064
H -2.082 1.480 2.934
H -0.665 0.563 3.199
H -0.610 2.378 3.142
H -0.474 2.233 0.616
H -1.997 1.473 0.800
H -0.723 -0.649 1.183
H -0.538 -1.439 -1.882
H 0.195 -2.125 -0.317
H 2.474 -1.476 -1.238
H 1.762 -2.648 -2.174
H 1.274 0.029 -2.869
```

---

b) DFT (the ωB97M-V functional and the def2-TZVPD basis) results for a cluster of 3 separate species, C5H11NO2 in total.

Results
molecular weight	117.15	g mol⁻¹
net charge	0
E_LUMO	-2.37	eV
HOMO level	-7.84	eV

```
19
C5H11NO2 (the ωB97M-V functional and the def2-TZVPD basis)
C 2.470 0.966 -0.788
N 1.998 -0.431 -0.505
C 0.576 -0.672 -0.576
C -0.247 -0.299 0.593
C -0.245 1.154 0.561
O -1.664 -0.767 0.431
C 0.177 -1.547 -1.583
O 0.944 -2.108 -2.487
H 3.578 1.008 -0.823
H 2.011 1.372 -1.718
H 2.050 1.505 0.077
H 2.486 -1.059 -1.119
H -5.349 -0.407 3.266
H 0.170 -0.871 1.557
H -0.803 1.690 -0.243
H -0.086 1.766 1.506
H -5.138 0.419 3.394
H -1.978 0.119 0.032
H -0.950 -1.837 -1.574
```

---

c) DFT (the ωB97M-V functional and the def2-TZVPD basis) results for the molecule C5H11NO2.

Results
molecular weight	117.15	g mol⁻¹
net charge	0
E_LUMO	0.85	eV
SMILES string	CC[C@@H](C=O)NCO
HOMO level	-8.88	eV

```
19
C5H11NO2 (the ωB97M-V functional and the def2-TZVPD basis)
C 1.407 -0.569 2.207
C 1.390 -0.008 0.781
C 0.083 -0.259 0.081
C -0.926 0.781 0.636
O -1.566 0.510 1.614
N 0.149 -0.280 -1.383
C -1.178 -0.293 -1.987
O -1.496 1.045 -2.361
H 1.485 -1.651 2.182
H 0.576 -0.203 2.809
H 2.226 -0.180 2.831
H 2.145 -0.610 0.253
H 1.691 1.041 0.727
H -0.418 -1.193 0.350
H -0.983 1.740 0.104
H 0.722 0.437 -1.821
H -1.090 -0.879 -2.897
H -1.931 -0.647 -1.285
H -2.286 1.217 -2.840
```

---

a) is preferred energetically. Next in line: 101.8 kJ/mol higher.

---

a) DFT (the ωB97M-V functional and the def2-TZVPD basis) results for a cluster of 2 separate species, C5H11NO2 in total.

Results
molecular weight	117.15	g mol⁻¹
net charge	0
E_LUMO	0.61	eV
SMILES string	C/C(O)=C/O.[H]/N=C/C
HOMO level	-8.23	eV

```
19
C5H11NO2 (the ωB97M-V functional and the def2-TZVPD basis)
C 1.603 0.524 1.266
C 1.305 -0.087 -0.066
O 1.761 0.642 -1.128
C 0.950 -1.407 -0.234
O 1.136 -1.949 -1.522
H 1.154 -0.064 2.067
H 1.218 1.541 1.304
H 2.685 0.572 1.425
H 1.705 0.071 -1.910
H 1.047 -2.093 0.599
H 1.485 -2.842 -1.441
H -0.774 -1.394 -0.228
N -1.839 -0.904 -0.221
C -1.650 0.321 -0.244
C -2.632 1.391 0.095
H -0.552 0.673 -0.291
H -2.713 2.090 -0.737
H -2.284 1.957 0.960
H -3.606 0.957 0.305
```

---

b) DFT (the ωB97M-V functional and the def2-TZVPD basis) results for a cluster of 2 separate species, C5H11NO2 in total.

Results
molecular weight	117.15	g mol⁻¹
net charge	0
E_LUMO	0.38	eV
SMILES string	C[C@H]1C[C@H]1NC=O.O
HOMO level	-9.20	eV

```
19
C5H11NO2 (the ωB97M-V functional and the def2-TZVPD basis)
C -2.276 -0.212 0.329
C -1.095 -0.653 1.156
C 0.010 -1.478 0.548
C 0.270 -0.050 0.935
N 0.476 0.902 -0.116
C 0.579 2.266 0.123
O 0.298 2.797 1.189
H -2.038 -0.218 -0.743
H -3.129 -0.889 0.485
H -2.586 0.807 0.600
H -1.321 -0.867 2.203
H 0.479 -2.263 1.143
H -0.041 -1.688 -0.523
H 0.879 0.126 1.824
H 0.497 0.629 -1.090
H 0.709 2.846 -0.812
O 2.945 -0.703 -2.058
H 2.005 -0.927 -2.298
H 3.339 -0.426 -2.895
```

---

c) DFT (the ωB97M-V functional and the def2-TZVPD basis) results for the molecule C5H11NO2.

Results
molecular weight	117.15	g mol⁻¹
net charge	0
E_LUMO	0.16	eV
HOMO level	-8.65	eV

```
19
C5H11NO2 (the ωB97M-V functional and the def2-TZVPD basis)
C 1.469 -0.509 -0.936
C 0.977 -0.185 0.468
C -0.007 -0.958 1.114
C -1.881 0.924 1.340
C -1.039 0.255 0.249
N 1.557 0.721 -1.701
O 0.743 -1.554 -1.543
O -1.527 -0.170 -0.834
H -0.194 -1.262 -1.576
H 2.490 -0.888 -0.805
H 2.037 0.540 -2.576
H 0.617 1.032 -1.937
H -0.170 1.064 0.090
H 1.568 0.546 1.009
H -0.088 -0.893 2.192
H -0.268 -1.914 0.681
H -1.267 1.278 2.168
H -2.613 0.203 1.702
H -2.403 1.771 0.895
```

---

b) is preferred energetically. Next in line: 147.5 kJ/mol higher.

---

a) DFT (the ωB97M-V functional and the def2-TZVPD basis) results for the molecule C5H11NO2.

Results
molecular weight	117.15	g mol⁻¹
net charge	0
E_LUMO	0.72	eV
SMILES string	C[C@@H](O)[C@@H](C)NC=O
HOMO level	-9.76	eV

```
19
C5H11NO2 (the ωB97M-V functional and the def2-TZVPD basis)
C 0.016 -1.778 1.384
C -0.805 -0.713 0.646
O -1.214 0.355 1.524
C -0.080 -0.123 -0.570
C -1.061 0.671 -1.440
N 1.059 0.682 -0.107
C 1.764 1.504 -0.898
O 2.828 2.001 -0.596
H 0.417 -1.356 2.308
H 0.881 -2.090 0.809
H -0.618 -2.592 1.703
H -1.763 -1.089 0.333
H -0.490 0.587 2.127
H 0.323 -0.931 -1.184
H -2.054 0.241 -1.382
H -1.094 1.716 -1.112
H -0.775 0.765 -2.498
H 1.411 0.451 0.808
H 1.257 1.698 -1.855
```

---

b) DFT (the ωB97M-V functional and the def2-TZVPD basis) results for a cluster of 2 separate species, C5H11NO2 in total.

Results
molecular weight	117.15	g mol⁻¹
net charge	0
E_LUMO	0.81	eV
SMILES string	NC(=O)O.C=CCC
HOMO level	-9.76	eV

```
19
C5H11NO2 (the ωB97M-V functional and the def2-TZVPD basis)
N 1.520 0.608 0.642
C 2.047 -0.439 1.305
O 3.111 -0.474 1.877
O 1.140 -1.455 1.408
H 2.174 1.333 0.399
H 0.542 0.421 0.110
H 1.522 -2.141 1.972
C 0.365 -0.738 -1.953
C -0.438 0.210 -1.504
C -1.523 -0.077 -0.357
C -1.888 1.073 0.571
H 0.565 -1.629 -1.377
H 1.018 -0.564 -2.795
H -0.569 1.159 -2.004
H -2.420 -0.360 -0.917
H -1.242 -0.980 0.184
H -2.754 0.800 1.175
H -2.099 1.980 0.006
H -1.071 1.272 1.259
```

---

a) is preferred energetically. Next in line: 25.2 kJ/mol higher.

---

a) DFT (the ωB97M-V functional and the def2-TZVPD basis) results for the molecule C3H2ClNOS.

Results
molecular weight	135.57	g mol⁻¹
net charge	0
E_LUMO	0.50	eV
SMILES string	S=c1[nH]c(Cl)co1
HOMO level	-8.36	eV

```
9
C3H2ClNOS (the ωB97M-V functional and the def2-TZVPD basis)
S -1.529 -0.904 2.130
C -0.789 -0.453 0.691
N 0.378 0.227 0.554
C 0.725 0.259 -0.768
Cl 1.999 1.280 -1.342
C -0.315 -0.311 -1.457
O -1.287 -0.744 -0.594
H 0.943 0.478 1.321
H -0.533 -0.376 -2.511
```

---

b) DFT (the ωB97M-V functional and the def2-TZVPD basis) results for the molecule C3H2ClNOS.

Results
molecular weight	135.57	g mol⁻¹
net charge	0
E_LUMO	0.56	eV
SMILES string	Sc1oncc1Cl
HOMO level	-9.19	eV

```
9
C3H2ClNOS (the ωB97M-V functional and the def2-TZVPD basis)
S -1.790 -1.202 -0.003
C -0.590 0.112 0.115
O -1.098 1.347 -0.019
N -0.036 2.273 0.019
C 1.036 1.538 -0.005
C 0.740 0.147 -0.067
Cl 1.838 -1.174 0.003
H -2.742 -0.275 -0.184
H 2.049 1.993 -0.065
```

---

c) DFT (the ωB97M-V functional and the def2-TZVPD basis) results for the molecule C3H2ClNOS.

Results
molecular weight	135.57	g mol⁻¹
net charge	0
E_LUMO	0.44	eV
SMILES string	S=c1[nH]c(Cl)co1
HOMO level	-8.57	eV

```
9
C3H2ClNOS (the ωB97M-V functional and the def2-TZVPD basis)
S 1.403 -2.159 0.971
C 0.341 -1.029 0.242
N -0.280 0.165 0.739
C -0.487 0.887 -0.357
Cl -1.034 2.372 -0.052
C -0.270 0.250 -1.621
O -0.010 -1.104 -1.036
H 0.230 0.705 1.546
H -0.572 0.553 -2.653
```

---

a) is preferred energetically. Next in line: 113.4 kJ/mol higher.

---

a) DFT (the ωB97M-V functional and the def2-TZVPD basis) results for the molecule C3H3NO3.

Results
molecular weight	101.06	g mol⁻¹
net charge	0
E_LUMO	0.25	eV
SMILES string	Oc1conc1O
HOMO level	-9.45	eV

```
10
C3H3NO3 (the ωB97M-V functional and the def2-TZVPD basis)
O 0.966 1.392 -0.338
C -0.032 0.420 -0.142
C -1.375 0.220 -0.355
O -1.699 -1.041 -0.081
N -0.552 -1.779 0.385
C 0.406 -0.849 0.325
O 1.666 -1.139 0.618
H 0.581 2.277 -0.409
H -2.210 0.851 -0.598
H 2.247 -0.351 0.594
```

---

b) DFT (the ωB97M-V functional and the def2-TZVPD basis) results for the molecule C3H3NO3.

Results
molecular weight	101.06	g mol⁻¹
net charge	0
E_LUMO	0.47	eV
SMILES string	Oc1cc(O)on1
HOMO level	-9.54	eV

```
10
C3H3NO3 (the ωB97M-V functional and the def2-TZVPD basis)
O 2.231 0.379 0.019
C 0.995 -0.285 0.034
C -0.041 0.568 -0.339
C -1.097 -0.189 0.045
O -2.457 -0.040 -0.084
O -0.611 -1.306 0.701
N 0.712 -1.385 0.575
H 3.015 -0.163 0.093
H 0.111 1.640 -0.712
H -2.858 0.781 -0.331
```

---

c) DFT (the ωB97M-V functional and the def2-TZVPD basis) results for the molecule C3H3NO3.

Results
molecular weight	101.06	g mol⁻¹
net charge	0
E_LUMO	-0.75	eV
HOMO level	-10.37	eV

```
10
C3H3NO3 (the ωB97M-V functional and the def2-TZVPD basis)
N -0.025 0.833 -0.393
C -0.521 -0.278 0.043
O 0.399 -1.061 0.459
C 1.586 0.094 -0.040
O 2.276 0.577 0.788
C -1.987 -0.658 0.056
O -2.365 -1.740 0.411
H -0.543 1.602 -0.800
H 1.837 -0.308 -1.025
H -2.677 0.138 -0.286
```

---

c) is preferred energetically. Next in line: 11.5 kJ/mol higher.

---

a) DFT (the ωB97M-V functional and the def2-TZVPD basis) results for the molecule C3H3NO3.

Results
molecular weight	101.06	g mol⁻¹
net charge	0
E_LUMO	0.44	eV
HOMO level	-9.77	eV

```
10
C3H3NO3 (the ωB97M-V functional and the def2-TZVPD basis)
N -0.971 0.683 -0.619
C 0.086 0.572 0.192
O 1.169 0.187 -0.519
C 2.165 -0.365 0.277
O 2.112 -0.521 1.453
C -1.976 0.048 0.200
O -2.464 -1.001 -0.109
H -0.940 0.431 -1.612
H 2.982 -0.674 -0.384
H -2.157 0.596 1.132
```

---

b) DFT (the ωB97M-V functional and the def2-TZVPD basis) results for a structure of composition C3H3NO3.

Results
molecular weight	101.06	g mol⁻¹
net charge	0
E_LUMO	0.50	eV
HOMO level	-11.26	eV

```
10
C3H3NO3 (the ωB97M-V functional and the def2-TZVPD basis)
C 0.047 -1.481 -0.087
C -1.351 -0.160 0.288
C 0.838 1.119 -0.198
N -0.043 -0.053 -0.121
O 0.900 -2.337 -0.210
O -2.300 0.479 0.551
O -1.279 -1.634 0.297
H 0.169 1.940 0.048
H 1.696 0.869 0.540
H 1.322 1.257 -1.108
```

---

b) is preferred energetically. Next in line: 219.8 kJ/mol higher.

---

a) DFT (the ωB97M-V functional and the def2-TZVPD basis) results for the molecule C3H3NO3.

Results
molecular weight	101.06	g mol⁻¹
net charge	0
E_LUMO	-0.74	eV
HOMO level	-10.38	eV

```
10
C3H3NO3 (the ωB97M-V functional and the def2-TZVPD basis)
N -0.038 0.816 -0.390
C -0.540 -0.289 0.052
O 0.375 -1.077 0.473
C 1.571 0.065 -0.029
O 2.263 0.548 0.797
C -2.007 -0.662 0.063
O -2.391 -1.742 0.418
H -0.557 1.585 -0.797
H 1.821 -0.343 -1.013
H -2.694 0.136 -0.284
```

---

b) DFT (the ωB97M-V functional and the def2-TZVPD basis) results for the molecule C3H3NO3.

Results
molecular weight	101.06	g mol⁻¹
net charge	0
E_LUMO	-0.59	eV
SMILES string	[H]/N=C(\C=O)OC=O
HOMO level	-10.66	eV

```
10
C3H3NO3 (the ωB97M-V functional and the def2-TZVPD basis)
H 1.689 -0.245 -1.097
N 0.992 -0.425 -0.393
C -0.014 0.345 -0.350
C -0.246 1.534 -1.260
O -1.234 2.217 -1.279
O -0.933 0.062 0.586
C -0.480 -1.176 1.164
O 0.057 -1.235 2.216
H 0.618 1.711 -1.931
H -0.763 -2.013 0.516
```

---

c) DFT (the ωB97M-V functional and the def2-TZVPD basis) results for the molecule C3H3NO3.

Results
molecular weight	101.06	g mol⁻¹
net charge	0
E_LUMO (spin up / spin down)	-1.91 / -1.72	eV
HOMO level (spin up / spin down)	-9.62 / -9.95	eV

```
10
C3H3NO3 (the ωB97M-V functional and the def2-TZVPD basis)
C 1.984 0.077 0.107
C 0.930 -0.975 0.014
C -2.214 0.601 -0.067
N -0.852 0.453 -0.080
O -3.034 -0.227 0.181
O 1.760 1.258 0.064
O -0.347 -0.735 -0.079
H 3.051 -0.144 0.301
H 1.008 -1.968 -0.237
H -2.285 1.660 -0.206
```

---

b) is preferred energetically. Next in line: 70.9 kJ/mol higher.